Entry 1:
Entry from OMol25: a single C2H7PS3 molecule in a non-equilibrium geometry (ωB97M-V with the def2-TZVPD basis set).

Each line ends with the natural charge from an NBO analysis.
CARTESIAN COORDINATES (ANGSTROEM)
C 1.22089 -0.11908 -0.07677  -0.628
C 0.06345 0.35571 0.77409  -0.771
P -1.57916 0.05554 -0.02729  0.955
S -3.19375 0.23415 1.01010  -0.406
S -1.46834 1.14006 -1.83920  -0.215
S -0.79796 -2.40832 -0.53862  -0.409
H 1.07538 0.04204 -1.12002  0.221
H 2.12293 0.30646 0.38645  0.220
H 1.22356 -1.23742 0.06795  0.238
H 0.17214 1.41619 1.20008  0.250
H 0.20505 -0.18280 1.69372  0.256
H -2.05578 0.27088 -2.53001  0.145
H -0.70720 -2.71168 0.81688  0.145

* gap between HOMO and LUMO: 7.8455 eV
* SMILES string: CCP(=S)(S)S
* strongest force on any atom: 2.84 eV Å⁻¹


Entry 2:
Entry from OMol25: a molecular structure, C2H7PSi in a non-equilibrium geometry (ωB97M-V with the def2-TZVPD basis set).

Each line ends with the natural charge from an NBO analysis.
CARTESIAN COORDINATES (ANGSTROEM)
C -1.35096 0.35387 0.46805  -0.646
C 0.28200 0.52459 -0.67426  -0.808
Si 1.67386 -0.52502 0.09137  0.810
P -2.68574 0.17826 -0.48232  0.427
H -1.19985 0.13875 1.61905  0.232
H 0.35962 1.58736 -0.67338  0.239
H -0.24790 0.13125 -1.53574  0.239
H 1.78374 -1.33784 1.39782  -0.127
H 2.97190 0.44651 0.18980  -0.157
H 2.15667 -1.56754 -0.88455  -0.159
H -3.74333 0.06981 0.48414  -0.049

* gap between HOMO and LUMO: 9.8300 eV
* strongest force on any atom: 5.19 eV Å⁻¹


Total energy for the records above, in order: -1616.2965, -711.0887 Eh